(1)
129
Properties=species:S:1:pos:R:3 method="wB97M-V/def2-TZVPD" total_charge=+1 relative_energy_kj_mol=315.4 e_homo_ev="-12.43 / -12.43" spin_multiplicity=2 orbital_gap_ev="8.966 / 7.199"
Cu -3.5005 2.9467 -0.3529
C -0.2627 -0.1332 0.4258
C -0.7794 0.6874 -0.7418
O -1.8503 1.4918 -0.4735
H 0.7616 -0.4494 0.2347
H -0.9252 -0.9421 0.7403
H -0.1889 0.4729 1.3322
H -0.9232 0.0819 -1.6474
H -0.0298 1.4421 -1.0549
O 4.3087 1.2485 -1.5249
S 5.5139 1.2778 -0.7345
O 5.9472 2.5444 -0.1849
O 5.4015 0.2243 0.4493
C 4.2286 0.3197 1.2824
C 4.3103 -0.7405 2.3657
C 6.8935 0.5064 -1.5802
H 3.3626 0.1924 0.6324
H 4.2593 1.3157 1.7285
H 3.4663 -0.6367 3.0446
H 5.2818 -0.7663 2.8524
H 4.1932 -1.7160 1.8829
H 7.5455 0.0075 -0.8687
H 7.4894 1.2857 -2.0514
H 6.5001 -0.1808 -2.3242
O -3.5054 -4.3440 1.3692
S -2.3729 -3.5074 1.0826
O -1.7696 -2.7030 2.1188
O -1.2040 -4.4415 0.4187
C -1.6259 -5.6004 -0.2894
C -0.4792 -6.3966 -0.8736
C -2.7703 -2.4510 -0.3216
H -2.2979 -5.4102 -1.1353
H -2.1697 -6.2404 0.4088
H -0.1045 -5.9259 -1.7836
H -0.8333 -7.4095 -1.0409
H 0.3803 -6.4068 -0.1965
H -3.4758 -1.7229 0.0749
H -3.2890 -3.1099 -1.0143
H -1.8370 -2.0412 -0.6942
O 1.7590 1.7522 2.0591
S 1.6437 3.1287 1.6464
O 0.4020 3.8320 1.8931
O 2.8403 3.9309 2.3747
C 2.9918 5.3390 2.1273
C 4.3871 5.7224 2.6530
C 2.2011 3.3178 -0.0429
H 2.2542 5.8791 2.7210
H 2.8156 5.5535 1.0723
H 4.3916 5.2025 3.6148
H 4.4067 6.7910 2.8499
H 5.2485 5.3632 2.0988
H 1.6191 4.1493 -0.4304
H 1.9316 2.3861 -0.5335
H 3.2710 3.4969 -0.0521
O -4.2714 1.6531 -2.0220
S -4.2725 0.6343 -3.0492
O -4.5152 -0.7243 -2.6616
O -5.3853 1.0015 -4.1728
C -5.2858 2.2924 -4.7909
C -6.1947 2.3529 -6.0155
C -2.7285 0.7290 -4.0717
H -4.2876 2.5344 -5.1722
H -5.5051 3.0132 -3.9997
H -5.9192 3.2199 -6.6160
H -7.2522 2.3863 -5.7761
H -5.9115 1.5031 -6.6386
H -2.0588 0.0373 -3.5723
H -2.3861 1.7512 -3.9210
H -2.9422 0.4856 -5.1057
O 0.6734 -3.0968 7.7461
S 1.4311 -3.0195 6.5211
O 1.3822 -4.1332 5.6038
O 1.0111 -1.6370 5.7609
C 1.5140 -1.4980 4.4209
C 0.7115 -0.4104 3.7494
C 3.1602 -2.6770 6.9446
H 1.4291 -2.4437 3.8814
H 2.5830 -1.2610 4.4388
H 1.2052 -0.1705 2.8063
H 0.6575 0.5126 4.3318
H -0.3349 -0.6858 3.6211
H 3.6812 -2.8181 5.9974
H 3.4706 -3.4181 7.6712
H 3.2285 -1.6327 7.2321
O -4.6281 -0.5084 1.9582
S -4.2709 0.8355 2.2762
O -4.3759 1.8945 1.2705
O -5.1061 1.2981 3.5803
C -4.8851 2.6721 3.9745
C -5.5217 2.9153 5.3575
C -2.5853 0.7934 2.9194
H -5.4601 3.3019 3.2948
H -3.8320 2.9438 3.9361
H -5.1202 2.2253 6.0986
H -6.5887 2.7721 5.2225
H -5.2049 3.9104 5.6617
H -2.1110 1.7618 3.0583
H -2.0132 0.2449 2.1741
H -2.6654 0.2529 3.8595
O 0.7935 -3.4414 -3.7240
S -0.3772 -3.8886 -3.0135
O -0.8542 -5.2393 -3.2021
O -0.2217 -3.6310 -1.4619
C 0.9036 -4.2387 -0.7909
C 1.2719 -3.4517 0.4440
C -1.7730 -2.7477 -3.2991
H 1.7207 -4.3231 -1.5091
H 0.6525 -5.2549 -0.4840
H 1.5031 -2.4028 0.2455
H 2.1201 -3.8778 0.9783
H 0.4498 -3.4292 1.1645
H -1.7942 -2.4456 -4.3405
H -1.5968 -1.9603 -2.5707
H -2.6694 -3.3080 -3.0489
O 0.0836 2.8136 -3.2637
S 1.4665 2.9127 -3.6999
O 2.4548 3.6880 -3.0015
O 2.0953 1.4623 -4.0347
C 1.2551 0.3033 -3.9981
C 1.6595 -0.6526 -5.1075
C 1.4240 3.6345 -5.3917
H 0.1940 0.5315 -4.1085
H 1.3806 -0.1812 -3.0255
H 0.8917 -1.4009 -5.2843
H 2.6026 -1.1653 -4.9309
H 1.8007 -0.0373 -6.0003
H 2.4305 3.6624 -5.7944
H 1.0776 4.6465 -5.1959
H 0.7230 3.0147 -5.9413



(2)
121
Properties=species:S:1:pos:R:3 method="wB97M-V/def2-TZVPD" total_charge=+5 e_homo_ev="-15.60 / -18.78" spin_multiplicity=2 orbital_gap_ev="4.239 / 7.418"
C -1.1441 0.7487 -0.6161
C 0.3235 1.0814 -0.4326
O 0.6888 2.3104 0.1467
H -1.6153 1.6031 -1.1022
H -1.7166 0.4006 0.2437
H -1.1351 -0.0658 -1.3403
H 0.8868 0.8314 -1.3317
H 0.6563 0.2812 0.2283
C -6.7223 -1.2256 4.0178
C -5.3047 -1.8472 3.7322
O -5.1742 -3.0856 3.6297
N -4.1163 -0.9903 3.3131
H -4.1193 -0.1004 3.7908
H -3.3162 -1.4011 3.7727
C -3.8315 -0.9651 1.8195
H -6.4766 -0.1637 4.0311
H -6.8260 -1.3055 5.0999
H -7.5622 -1.6410 3.4609
H -3.7993 0.0255 1.3658
H -4.3960 -1.6527 1.1898
H -2.9071 -1.4878 1.5738
C 3.2476 0.0317 2.0181
C 4.2513 -1.0993 2.2709
O 4.4794 -1.6196 3.3585
N 5.0314 -1.6949 1.0555
H 4.6184 -2.6157 1.0162
H 4.9352 -1.2094 0.1751
C 6.5322 -1.5191 1.2984
H 2.5303 0.1332 2.8326
H 2.5399 0.0678 1.1899
H 3.7557 0.9868 1.8852
H 6.7764 -0.4726 1.1159
H 7.0472 -1.9874 0.4597
H 6.9080 -1.8756 2.2574
C 3.2180 5.5154 0.7570
C 3.6453 4.9229 -0.5982
O 4.3501 5.5574 -1.3820
N 3.0345 3.5530 -1.0415
H 3.6677 2.8101 -0.7823
H 2.2377 3.1590 -0.5620
C 2.9216 3.5878 -2.5948
H 3.4628 4.8095 1.5507
H 2.2310 5.9693 0.8454
H 3.8271 6.3899 0.9860
H 2.4497 4.5378 -2.8457
H 2.2651 2.7471 -2.8197
H 3.8963 3.5482 -3.0811
C -0.8978 3.9406 -3.0775
C -0.5261 4.6735 -4.3998
O 0.5644 5.2961 -4.4653
N -1.4891 4.7058 -5.4904
H -2.2337 4.0300 -5.3952
H -1.9055 5.6249 -5.4470
C -0.8775 4.3242 -6.8485
H -0.7475 2.8853 -3.3050
H -1.7801 4.4360 -2.6723
H -0.0912 4.1761 -2.3832
H 0.1175 4.7510 -6.9750
H -1.6090 4.5800 -7.6150
H -0.8747 3.2408 -6.9683
C -2.0497 -5.2257 3.8173
C -0.7811 -4.6827 3.1286
O 0.2625 -5.3418 3.1579
N -0.8923 -3.3443 2.5057
H -1.6190 -3.2522 1.8105
H -1.2518 -2.6722 3.1684
C 0.4116 -2.9163 1.9872
H -1.7702 -5.8347 4.6770
H -2.6863 -5.7093 3.0763
H -2.6839 -4.4301 4.2082
H 1.0389 -2.6694 2.8437
H 0.2738 -1.9951 1.4210
H 0.8412 -3.6796 1.3385
C 2.4994 -1.6226 -3.1251
C 2.5257 -2.3189 -1.7056
O 2.5198 -1.7058 -0.6258
N 2.8883 -3.8096 -1.6712
H 3.4105 -4.0417 -2.5039
H 3.4371 -3.8993 -0.8280
C 1.5848 -4.6698 -1.5451
H 3.0183 -2.2653 -3.8363
H 2.9685 -0.6462 -3.0033
H 1.4328 -1.4940 -3.3090
H 1.2994 -5.0003 -2.5438
H 0.6749 -4.1287 -1.2857
H 1.8863 -5.5245 -0.9395
C -1.0755 -5.0784 -5.7132
C -1.0459 -3.6914 -4.9277
O -0.0505 -3.4332 -4.2572
N -2.4375 -2.9596 -4.7903
H -2.5822 -2.8969 -5.7879
H -3.2323 -3.5438 -4.5734
C -2.4027 -1.7146 -3.9389
H -1.1907 -5.7850 -4.8913
H -0.1130 -5.2106 -6.2073
H -1.9540 -5.2096 -6.3450
H -2.2737 -2.0451 -2.9083
H -3.2952 -1.1485 -4.2055
H -1.6070 -1.0298 -4.2319
C -1.6725 5.0030 0.5905
C -1.1597 4.8851 1.9978
O -1.4124 5.7999 2.8048
N -0.7073 3.4270 2.3412
H -1.4147 2.8513 2.7752
H -0.4246 2.9498 1.4972
C 0.4893 3.3830 3.2984
H -2.7071 4.6718 0.5015
H -1.0370 4.4130 -0.0699
H -1.5778 6.0021 0.1649
H 0.9307 2.3900 3.2130
H 0.2428 3.7666 4.2884
H 1.2685 3.9755 2.8189
N -1.7097 -1.5714 4.3762
S -1.7197 -1.7317 5.8818
O -1.8974 -0.5187 6.7245
O -0.8490 -2.8569 6.3877
F -3.2026 -2.3828 6.0387
S -0.5270 -0.3042 4.3058
O 0.9211 -0.7050 4.3866
O -1.0114 1.0302 4.6496
F -0.7037 -0.0989 2.6718



(3)
113
Properties=species:S:1:pos:R:3 method="wB97M-V/def2-TZVPD" total_charge=+4 e_homo_ev=-13.29 orbital_gap_ev=7.086
C 1.7323 2.5045 -0.2851
F 2.3853 1.6858 0.5741
F 2.3622 3.7099 -0.3169
F 1.6314 1.9501 -1.5055
S -0.0895 2.6871 0.2835
O -0.5403 3.8862 -0.4980
O -0.8592 1.4710 -0.0476
O 0.0512 3.0809 1.6981
C -1.1839 -3.9352 -3.8066
N -1.7077 -5.2289 -4.4641
C -2.7752 -5.9385 -3.6553
C -2.4591 -4.8507 -5.7818
C -0.4949 -6.1951 -4.6650
C -0.6690 -7.2275 -5.8637
O -1.8524 -7.8748 -5.7002
H -2.0035 -3.2603 -3.5601
H -0.4519 -3.6267 -4.5529
H -0.6100 -4.2805 -2.9466
H -3.5871 -5.2332 -3.4780
H -2.3786 -6.1889 -2.6714
H -3.0877 -6.8714 -4.1245
H -2.8120 -5.7349 -6.3126
H -1.6468 -4.4096 -6.3594
H -3.2178 -4.0735 -5.6906
H -0.1016 -6.7000 -3.7827
H 0.3804 -5.5642 -4.8196
H 0.1175 -7.9457 -5.6321
H -0.4527 -7.0096 -6.9096
H -1.9245 -8.6929 -6.1973
C 8.6950 -1.1621 -3.2346
N 8.1346 -2.4400 -2.6675
C 9.2299 -2.9187 -1.7439
C 6.9974 -2.0172 -1.6039
C 7.6703 -3.3762 -3.7762
C 6.9430 -4.6555 -3.2763
O 5.7052 -4.4285 -2.6414
H 9.3912 -1.3868 -4.0426
H 9.3180 -0.7152 -2.4598
H 7.9407 -0.5035 -3.6650
H 10.0716 -3.1538 -2.3953
H 8.8401 -3.7876 -1.2136
H 9.5799 -2.2406 -0.9655
H 6.6332 -2.8761 -1.0401
H 6.2030 -1.5681 -2.1999
H 7.4111 -1.2472 -0.9528
H 8.5637 -3.6612 -4.3319
H 7.0533 -2.7465 -4.4172
H 7.5814 -5.1540 -2.5469
H 6.7393 -5.3414 -4.0985
H 5.6134 -4.9272 -1.8263
C -1.4500 9.9924 -5.2034
N -1.1994 8.9312 -4.0928
C -2.4235 8.8790 -3.1622
C -0.9039 7.6394 -4.8675
C 0.0253 9.2830 -3.2716
C 1.2976 9.6533 -4.0452
O 1.2999 10.9896 -4.2782
H -2.3251 9.8080 -5.8265
H -0.5287 10.1209 -5.7715
H -1.5670 10.8797 -4.5811
H -3.3877 8.5906 -3.5807
H -2.5437 9.8844 -2.7585
H -2.1851 8.1980 -2.3452
H -1.8587 7.5672 -5.3882
H -0.8071 6.7176 -4.2938
H -0.0988 7.6463 -5.6023
H 0.4092 8.3996 -2.7614
H -0.2594 10.0835 -2.5888
H 1.5499 9.0928 -4.9453
H 2.1289 9.6316 -3.3406
H 2.2081 11.1847 -4.5203
C -5.5912 -0.5589 3.6872
N -6.7700 0.3981 3.7972
C -7.4083 0.3902 5.2118
C -6.0737 1.7484 3.4688
C -7.7967 0.1486 2.7328
C -8.2428 -1.3064 2.5121
O -8.8900 -1.8909 3.5724
H -5.8965 -1.5551 4.0072
H -4.7538 -0.2957 4.3335
H -5.2759 -0.6237 2.6458
H -6.5947 0.4242 5.9363
H -7.7114 -0.6422 5.3861
H -8.1750 1.1615 5.2854
H -6.8642 2.4921 3.3688
H -5.5168 1.6579 2.5362
H -5.3303 2.1760 4.1416
H -7.3748 0.5253 1.8010
H -8.6816 0.7465 2.9508
H -7.4579 -1.9069 2.0525
H -9.0093 -1.3261 1.7374
H -8.7854 -2.8448 3.5448
C 3.1223 -1.6457 7.5972
N 1.5976 -1.3512 7.7417
C 1.4649 -0.5106 9.0430
C 1.1355 -0.4542 6.5644
C 0.7186 -2.6577 7.8259
C -0.4150 -2.7448 8.8326
O -1.2730 -1.6052 8.5500
H 3.2034 -2.3042 8.4621
H 3.7392 -0.7625 7.7628
H 3.5800 -2.1199 6.7290
H 0.5136 0.0211 9.0244
H 2.1759 0.3156 9.0459
H 1.5588 -1.2621 9.8269
H 1.5086 0.5643 6.6722
H 0.0807 -0.3309 6.8102
H 1.4134 -0.9190 5.6185
H 1.4377 -3.4706 7.9259
H 0.1880 -2.7418 6.8774
H -0.0360 -2.7571 9.8545
H -0.9956 -3.6599 8.7158
H -1.9691 -1.5204 9.2057



(4)
128
Properties=species:S:1:pos:R:3 method="wB97M-V/def2-TZVPD" e_homo_ev=-4.49 orbital_gap_ev=1.525
C 2.4535 2.0277 0.8825
C 1.5418 1.3476 1.8491
C 0.7458 0.0431 1.3156
O 0.0371 0.3888 0.1122
C -0.8836 -0.5795 -0.3198
N 2.3362 1.1030 3.1498
H 2.9802 1.8276 3.4332
H 1.6592 0.9199 3.8766
H 2.8671 0.2441 3.1726
H 2.8026 2.9788 1.2845
H 2.0309 2.2189 -0.1039
H 3.3187 1.4083 0.6464
H 0.8114 2.0917 2.1666
H 0.0730 -0.3682 2.0681
H 1.5351 -0.6983 1.1918
H -1.3331 -0.1498 -1.2150
H -1.6388 -0.8038 0.4335
H -0.4610 -1.5142 -0.6882
C -5.0373 3.5437 2.7504
C -4.6230 3.7746 1.2913
C -5.7882 3.5459 0.3138
O -5.2971 3.9139 -0.9732
C -5.9687 3.4175 -2.1141
N -4.0620 5.1960 1.2081
H -4.7819 5.7464 1.6542
H -3.1948 5.1531 1.7242
H -3.8444 5.5404 0.2839
H -5.3997 2.5499 3.0133
H -5.9278 4.1479 2.9234
H -4.3581 3.8874 3.5306
H -3.7230 3.1875 1.1083
H -6.7183 4.0360 0.6015
H -6.0274 2.4853 0.3906
H -6.1540 2.3450 -2.1730
H -5.3570 3.7004 -2.9708
H -6.9268 3.9342 -2.1701
C 1.1765 -5.6958 0.3614
C 0.7888 -6.3881 1.6522
C -0.2766 -5.5075 2.4051
O -1.5292 -5.3436 1.6464
C -2.6421 -5.2232 2.4852
N 0.2153 -7.8041 1.4516
H 0.9393 -8.3430 0.9984
H -0.0384 -8.1100 2.3801
H -0.6447 -7.8061 0.9219
H 1.6738 -4.7430 0.5427
H 0.2570 -5.4857 -0.1849
H 1.8175 -6.3324 -0.2486
H 1.6848 -6.4564 2.2692
H 0.1074 -4.5506 2.7587
H -0.4765 -6.0426 3.3334
H -3.5943 -5.5024 2.0341
H -2.7613 -4.1751 2.7595
H -2.4648 -5.8633 3.3495
C -11.8596 -6.8453 -1.7814
C -10.3437 -6.7279 -2.1105
C -9.8128 -5.3065 -2.4317
O -8.4512 -5.4463 -2.7077
C -7.7508 -4.1851 -2.5602
N -9.5963 -7.2763 -0.8305
H -9.6617 -6.7248 0.0132
H -10.1611 -8.0811 -0.5995
H -8.6643 -7.6378 -0.9743
H -12.5184 -6.7159 -2.6400
H -12.2540 -6.0611 -1.1352
H -12.2197 -7.8200 -1.4522
H -10.0047 -7.4184 -2.8827
H -9.9392 -4.5718 -1.6365
H -10.4142 -4.8846 -3.2369
H -7.9250 -3.4026 -3.2987
H -6.6657 -4.2880 -2.5640
H -7.8592 -3.7117 -1.5844
C 8.3515 0.1433 -1.2344
C 7.0782 -0.7762 -1.1084
C 6.2223 -0.6814 -2.3567
O 5.0857 -1.5933 -2.2381
C 4.0816 -1.1649 -3.1062
N 7.5222 -2.2687 -1.0168
H 8.2406 -2.6162 -1.6358
H 8.0330 -2.3943 -0.1545
H 6.7093 -2.8622 -0.9323
H 9.0254 0.0417 -0.3838
H 8.0744 1.1972 -1.2591
H 8.8257 -0.0895 -2.1879
H 6.5175 -0.5247 -0.2082
H 6.8326 -1.0388 -3.1861
H 5.9579 0.3755 -2.3913
H 4.3703 -1.2056 -4.1565
H 3.7512 -0.1467 -2.9012
H 3.1773 -1.7719 -3.0636
C 7.2861 8.2551 -1.6304
C 6.1032 7.2801 -1.8463
C 4.7660 7.9444 -1.4546
O 3.8117 6.8380 -1.4776
C 2.4422 7.2775 -1.5128
N 6.2435 6.7124 -3.2358
H 6.4536 7.4036 -3.9416
H 6.9707 6.0124 -3.2719
H 5.4068 6.1931 -3.4603
H 7.3188 9.0620 -2.3626
H 8.1974 7.6626 -1.7122
H 7.3549 8.5592 -0.5860
H 6.1419 6.4529 -1.1374
H 4.5766 8.6611 -2.2538
H 4.7691 8.4275 -0.4775
H 2.4129 7.9835 -0.6829
H 1.7734 6.5338 -1.0795
H 2.1187 7.6849 -2.4707
C -1.7257 -1.3877 -6.7086
F -1.3652 -0.2862 -6.0773
F -0.6506 -1.9195 -7.3915
F -2.3483 -2.2809 -5.8838
S -3.0076 -0.8062 -8.0349
O -4.3889 -0.9248 -7.4963
O -2.6776 0.5885 -8.4206
O -2.8648 -1.7545 -9.1688
C 6.6500 3.0042 10.2096
F 5.9815 4.0227 10.8494
F 7.4949 3.5401 9.3056
F 7.3078 2.2296 11.0971
S 5.3456 1.9451 9.3462
O 4.3631 1.6107 10.3855
O 4.7543 2.8247 8.3032
O 6.1331 0.7755 8.8064
Br 7.5576 3.4269 3.3063
Br 0.5634 6.4098 4.5081
Br -0.3836 -1.0502 7.2280
Br 5.4396 -3.6476 3.8006